(1)
{
  "formula": "C16H44O6",
  "method": "ωB97M-V with the def2-TZVPD basis set",
  "total_charge": 0,
  "mol_weight_da": 332.52,
  "de_lowest_kcal_mol": 18.3,
  "energy_ha": -1087.393208,
  "smiles": "CC(C)O.CC(C)O.CC(C)O.CC(C)O.CC(C)O.CO",
  "symbols": ["C", "C", "C", "O", "H", "H", "H", "H", "H", "H", "H", "H", "C", "C", "C", "O", "H", "H", "H", "H", "H", "H", "H", "H", "C", "C", "C", "O", "H", "H", "H", "H", "H", "H", "H", "H", "C", "C", "C", "O", "H", "H", "H", "H", "H", "H", "H", "H", "C", "C", "C", "O", "H", "H", "H", "H", "H", "H", "H", "H", "C", "O", "H", "H", "H", "H"],
  "coordinates": [[22.7551, 14.5990, 27.8142], [21.9458, 15.6923, 28.4776], [20.5845, 15.8174, 27.8670], [21.7361, 15.3571, 29.8694], [22.9971, 14.8419, 26.7767], [22.2611, 13.6311, 27.8592], [23.7220, 14.5052, 28.3228], [22.4774, 16.6457, 28.4330], [19.9718, 16.6318, 28.2519], [20.0418, 14.8729, 27.8686], [20.7125, 16.0608, 26.8008], [22.5757, 15.4404, 30.3299], [14.9354, 16.1717, 28.9149], [15.4060, 15.4524, 27.6581], [16.7637, 14.8367, 27.8248], [14.4669, 14.4004, 27.3568], [13.9635, 16.6352, 28.7350], [15.5988, 17.0023, 29.1810], [14.8925, 15.4692, 29.7443], [15.4130, 16.1550, 26.8162], [16.7997, 14.2130, 28.7152], [17.4745, 15.6638, 27.9378], [17.0859, 14.3100, 26.9286], [13.6837, 14.7931, 26.9620], [19.5425, 23.2825, 25.6296], [19.6081, 21.8461, 25.1593], [20.6884, 21.6202, 24.1360], [19.8622, 20.9610, 26.2631], [18.5958, 23.5028, 26.1333], [19.6231, 23.9864, 24.7968], [20.3249, 23.5373, 26.3478], [18.6318, 21.5992, 24.7261], [20.7055, 20.5716, 23.8374], [21.6651, 21.8626, 24.5592], [20.5175, 22.2339, 23.2519], [19.0143, 20.6794, 26.6180], [14.2838, 21.3149, 26.5763], [12.9381, 21.7863, 26.0918], [12.5822, 23.1677, 26.5968], [12.8939, 21.7470, 24.6591], [14.4974, 20.3150, 26.2062], [14.3587, 21.2888, 27.6690], [15.0804, 22.0071, 26.2783], [12.1939, 21.0459, 26.3908], [12.8832, 23.3024, 27.6409], [11.5153, 23.3544, 26.5118], [13.1603, 23.9147, 26.0467], [13.5651, 22.3511, 24.3237], [15.9942, 21.3412, 31.9965], [17.1149, 21.1573, 31.0052], [16.6866, 21.6336, 29.5999], [18.2223, 21.9113, 31.5047], [15.1047, 20.7961, 31.6538], [15.7112, 22.3835, 32.1259], [16.2297, 20.8896, 32.9620], [17.3541, 20.0901, 30.9454], [16.3806, 20.7371, 29.0526], [17.5099, 22.0753, 29.0385], [15.8267, 22.2978, 29.6459], [18.9353, 21.8662, 30.8616], [17.4122, 18.7156, 27.0253], [17.2197, 19.5147, 25.8778], [16.5992, 18.0320, 27.2870], [18.3285, 18.1267, 26.9163], [17.5298, 19.3437, 27.9102], [17.6023, 19.0675, 25.1194]],
  "forces_ev_per_angstrom": [[0.81, 0.16, -0.06], [-0.20, -0.45, 0.93], [-0.27, 0.38, -1.40], [0.00, 0.19, -0.28], [-0.19, -0.01, -0.03], [-0.17, 0.03, 0.02], [-0.11, -0.08, 0.00], [0.02, 0.07, -0.15], [0.07, -0.16, 0.45], [-0.05, -0.01, 0.37], [0.05, -0.05, 0.12], [0.04, -0.05, 0.02], [0.22, 0.51, -0.26], [-0.90, -0.19, 0.00], [0.46, 0.66, -0.18], [0.35, 0.03, -0.09], [-0.13, -0.23, 0.14], [0.12, -0.18, 0.03], [-0.13, 0.02, 0.06], [0.10, -0.01, 0.00], [0.08, -0.18, -0.08], [0.04, -0.16, 0.25], [-0.18, -0.31, 0.09], [-0.04, 0.02, 0.06], [-0.22, 0.68, 0.27], [-0.20, -0.10, 0.32], [0.20, -0.18, -0.09], [0.02, 0.12, -0.14], [0.01, -0.14, -0.04], [-0.02, -0.10, -0.04], [0.17, -0.25, -0.13], [0.07, -0.13, -0.05], [0.02, 0.01, -0.03], [0.00, 0.05, -0.03], [0.05, 0.03, -0.01], [-0.12, 0.01, -0.09], [0.55, 0.07, 0.51], [0.05, -0.20, -0.32], [0.24, 0.09, 0.41], [-0.15, -0.05, 0.07], [0.15, 0.04, -0.14], [-0.30, -0.06, -0.06], [-0.03, -0.13, -0.26], [-0.13, 0.14, 0.07], [-0.20, -0.17, 0.00], [0.00, 0.21, -0.15], [-0.19, 0.04, -0.15], [0.01, 0.00, 0.02], [-0.61, -0.77, 0.21], [-0.07, 0.77, -0.28], [0.01, -0.92, 0.23], [-0.09, -0.21, -0.02], [0.10, 0.15, -0.11], [0.19, 0.10, -0.02], [0.20, 0.25, 0.03], [0.26, 0.02, 0.10], [-0.18, 0.21, -0.14], [-0.01, 0.16, 0.07], [0.15, 0.28, -0.05], [0.06, -0.01, -0.01], [0.61, -0.50, 0.54], [-0.36, 0.25, 0.06], [-0.20, 0.07, -0.52], [-0.06, -0.04, 0.17], [0.11, 0.23, -0.19], [-0.03, -0.05, -0.01]]
}

=====

(2)
{
  "formula": "C16H45B11Br6N7O4P2V",
  "method": "ωB97M-V with the def2-TZVPD basis set",
  "total_charge": 4,
  "mol_weight_da": 1110.83,
  "de_lowest_kcal_mol": 0.0,
  "energy_ha": -18664.286372,
  "spin_multiplicity": 3,
  "symbols": ["V", "C", "N", "C", "P", "O", "O", "P", "O", "N", "C", "C", "N", "C", "C", "N", "C", "C", "H", "H", "H", "H", "H", "H", "H", "H", "H", "H", "H", "H", "H", "H", "H", "H", "H", "H", "H", "H", "H", "H", "H", "H", "Br", "B", "B", "C", "B", "B", "B", "B", "B", "Br", "B", "Br", "B", "Br", "B", "Br", "B", "Br", "H", "H", "H", "H", "H", "H", "O", "H", "H", "C", "C", "N", "C", "N", "C", "C", "C", "N", "C", "H", "H", "H", "H", "H", "H", "H", "H", "H", "H", "H", "H", "H"],
  "coordinates": [[0.0289, 0.3904, -0.4350], [-0.6910, 1.4199, 4.2657], [0.5092, 0.7579, 3.6842], [1.3702, 0.1190, 4.7093], [1.0825, 1.4645, 2.3522], [0.0614, 1.2687, 1.1852], [2.3457, 0.5455, 1.9590], [3.0267, 0.2186, 0.5256], [1.9558, 0.5007, -0.5609], [4.2728, 1.1746, 0.2732], [5.4887, 0.9877, 1.0931], [4.4192, 2.1099, -0.8616], [3.4037, -1.3417, 0.6870], [3.3389, -2.1052, 1.9479], [4.4167, -1.8560, -0.2673], [1.4620, 2.9976, 2.5221], [2.2005, 3.4181, 3.7375], [1.5456, 3.9598, 1.4098], [-0.4199, 2.2949, 4.8579], [-1.1906, 0.7052, 4.9168], [-1.3861, 1.7246, 3.4835], [1.5210, 0.7921, 5.5536], [2.3367, -0.1544, 4.2972], [0.8730, -0.7783, 5.0735], [5.3060, 0.2912, 1.9115], [5.7865, 1.9441, 1.5200], [6.3050, 0.6104, 0.4782], [3.5178, 2.1312, -1.4649], [5.2557, 1.7966, -1.4852], [4.6258, 3.1116, -0.4875], [4.2606, -1.9973, 2.5231], [3.2218, -3.1610, 1.7060], [2.4954, -1.7919, 2.5545], [5.3924, -1.9366, 0.2134], [4.5073, -1.2030, -1.1357], [4.1208, -2.8459, -0.6128], [2.1096, 2.6813, 4.5311], [1.7866, 4.3603, 4.0915], [3.2559, 3.5570, 3.5035], [1.0355, 3.5742, 0.5338], [2.5898, 4.1604, 1.1662], [1.0758, 4.8927, 1.7173], [-0.2379, 0.5514, -2.9410], [-2.1627, 0.8043, -3.4627], [-2.7403, 1.7543, -4.8436], [-4.2483, 2.3224, -4.3019], [-3.0029, 2.3313, -3.1689], [-4.6816, 1.9294, -2.6994], [-5.4467, 1.1420, -4.0903], [-4.2518, 1.0274, -5.4014], [-2.8803, -0.0230, -4.8661], [-1.8129, -1.1332, -6.0088], [-4.6141, -0.4094, -4.4046], [-5.5463, -1.9196, -5.1049], [-4.8664, 0.1655, -2.6764], [-6.0041, -0.7207, -1.4110], [-3.3195, 0.9164, -2.1682], [-2.5715, 0.7394, -0.3202], [-3.2992, -0.5523, -3.1812], [-2.6865, -2.2359, -2.4270], [-2.0752, 2.3780, -5.5900], [-4.5764, 3.2818, -4.6789], [-2.5250, 3.3473, -2.8135], [-5.3133, 2.6639, -2.0288], [-6.5777, 1.3574, -4.3318], [-4.5834, 1.1700, -6.5223], [-0.3800, 2.9036, -1.1425], [0.1613, 3.3391, -1.8145], [-0.9405, 3.5958, -0.7687], [-1.8756, -3.6479, 2.7369], [-2.1993, -2.1726, 2.6429], [-1.3047, -1.5503, 1.6476], [-0.7648, -2.1963, 0.6225], [-0.0174, -1.4252, -0.3054], [0.7522, -2.1623, -1.3579], [1.0668, -3.5789, -0.9344], [-0.2254, -4.2693, -0.5749], [-0.9234, -3.4892, 0.4669], [-1.8678, -4.2336, 1.3395], [-2.6186, -4.1595, 3.3460], [-0.9006, -3.7944, 3.2062], [-2.0457, -1.6619, 3.5909], [-3.2331, -2.0121, 2.3339], [-1.0539, -0.5840, 1.7970], [1.6582, -1.6031, -1.5741], [0.1430, -2.1816, -2.2635], [1.7516, -3.5932, -0.0834], [1.5424, -4.0882, -1.7719], [-0.0375, -5.2548, -0.1553], [-0.8769, -4.3945, -1.4419], [-1.5482, -5.2723, 1.3466], [-2.8583, -4.1909, 0.8808]],
  "forces_ev_per_angstrom": [[0.55, 0.66, -0.92], [0.02, -0.08, 0.01], [0.03, 0.24, 0.20], [-0.07, -0.09, -0.04], [0.11, -0.50, 0.08], [0.01, -0.07, 0.49], [-0.22, -0.09, -0.24], [-0.04, 0.06, 0.28], [-0.71, 0.20, 0.21], [0.10, 0.08, -0.42], [0.02, 0.06, 0.01], [0.06, 0.08, 0.11], [0.25, 0.01, 0.11], [-0.02, -0.10, -0.09], [-0.03, -0.09, -0.01], [0.01, 0.27, -0.12], [-0.08, 0.10, 0.01], [0.06, 0.01, 0.07], [0.03, -0.01, 0.01], [0.00, -0.02, -0.01], [0.02, 0.00, -0.03], [0.00, 0.02, -0.01], [0.00, 0.01, -0.03], [-0.01, -0.01, 0.00], [-0.02, 0.00, -0.01], [-0.02, 0.01, 0.00], [-0.01, -0.01, -0.03], [-0.04, -0.03, 0.02], [0.01, -0.04, 0.01], [0.01, 0.00, 0.03], [0.00, 0.02, -0.02], [0.00, 0.01, -0.01], [-0.04, 0.02, -0.02], [-0.01, 0.02, 0.02], [-0.03, 0.00, 0.02], [-0.03, 0.01, 0.02], [-0.02, -0.02, -0.01], [-0.01, 0.01, -0.01], [0.00, -0.01, -0.02], [0.00, -0.04, 0.02], [0.02, 0.00, 0.01], [-0.01, 0.01, 0.02], [0.20, -0.13, -0.60], [-0.44, -0.12, 0.25], [0.10, 0.11, -0.18], [0.05, -0.10, 0.07], [0.09, 0.11, 0.05], [-0.15, 0.17, 0.07], [-0.17, 0.05, -0.07], [-0.13, 0.08, -0.23], [0.15, -0.33, -0.04], [-0.01, 0.10, 0.00], [0.24, 0.26, 0.26], [0.00, 0.10, -0.01], [-0.03, -0.28, 0.18], [0.02, 0.07, -0.01], [0.07, -0.21, -0.39], [-0.32, 0.12, 0.20], [0.32, 0.12, 0.19], [-0.10, -0.07, -0.11], [-0.01, -0.07, 0.05], [0.02, 0.00, 0.01], [0.03, -0.09, 0.01], [0.06, -0.04, -0.01], [0.04, -0.03, 0.01], [0.00, -0.03, 0.07], [0.33, -0.16, 0.12], [-0.06, 0.02, -0.07], [-0.07, -0.03, 0.08], [0.06, 0.03, -0.04], [0.01, -0.05, 0.01], [-0.03, 0.16, 0.08], [0.04, 0.07, -0.08], [-0.12, -0.38, 0.49], [0.09, -0.12, -0.06], [-0.09, 0.05, 0.11], [0.00, -0.01, 0.04], [-0.03, -0.19, -0.18], [0.00, -0.01, 0.03], [-0.01, 0.00, -0.01], [-0.03, -0.02, 0.02], [0.03, 0.01, -0.01], [-0.01, 0.02, -0.02], [0.00, -0.04, -0.03], [0.00, 0.08, 0.04], [-0.10, 0.07, 0.04], [0.01, -0.01, -0.04], [0.03, -0.02, 0.02], [-0.02, -0.02, 0.01], [-0.03, 0.02, 0.00], [0.03, 0.00, -0.01], [0.01, 0.01, -0.03]]
}

=====

(3)
{
  "formula": "C16H45BaNO10",
  "method": "ωB97M-V with the def2-TZVPD basis set",
  "total_charge": 2,
  "mol_weight_da": 548.86,
  "energy_ha": -1468.687625,
  "symbols": ["Ba", "C", "O", "C", "C", "N", "C", "C", "O", "C", "H", "H", "H", "H", "H", "H", "H", "H", "H", "H", "H", "H", "H", "H", "H", "C", "C", "O", "H", "H", "H", "H", "H", "H", "C", "C", "O", "H", "H", "H", "H", "H", "H", "C", "C", "O", "O", "H", "H", "H", "H", "H", "H", "C", "C", "O", "O", "H", "H", "H", "H", "H", "H", "C", "C", "O", "O", "H", "H", "H", "H", "H", "H"],
  "coordinates": [[-5.1560, -9.2720, -18.2180], [-4.0690, -15.3410, -20.9470], [-3.9870, -13.9590, -20.7540], [-3.0550, -13.6310, -19.6530], [-3.2620, -12.2220, -19.2810], [-4.4050, -12.0590, -18.3530], [-5.6640, -12.5250, -18.9120], [-6.8620, -12.2570, -18.0450], [-7.2980, -11.1220, -17.8180], [-8.3580, -11.1780, -16.7950], [-4.1780, -15.9060, -20.0570], [-3.1510, -15.6070, -21.4580], [-4.8200, -15.6700, -21.6150], [-2.0370, -13.8410, -20.0010], [-3.2920, -14.2730, -18.8300], [-3.1910, -11.5040, -20.0940], [-2.4130, -11.9590, -18.6380], [-4.1350, -12.7810, -17.6820], [-5.6230, -13.5330, -19.1390], [-5.6740, -12.0390, -19.8570], [-6.7080, -12.6590, -17.0640], [-7.6340, -12.8900, -18.5070], [-8.9870, -12.0500, -16.8030], [-8.9920, -10.3180, -16.9130], [-7.8890, -11.0540, -15.8220], [-6.0550, -6.2330, -15.6930], [-5.3730, -5.7050, -16.8570], [-4.3720, -6.6190, -17.2520], [-5.4160, -6.7500, -14.9800], [-6.7660, -6.9680, -16.0090], [-6.5830, -5.4120, -15.1390], [-4.9500, -4.7610, -16.6290], [-6.0850, -5.4580, -17.6770], [-3.5100, -6.3170, -16.9180], [-1.3110, -7.7670, -16.8840], [-1.3430, -9.1650, -16.6440], [-2.5430, -9.7120, -17.2400], [-0.3180, -7.4520, -16.5430], [-2.0820, -7.3170, -16.2600], [-1.5430, -7.4640, -17.9190], [-1.2070, -9.5140, -15.6340], [-0.4780, -9.4720, -17.2260], [-2.5240, -10.7040, -17.0490], [-4.5560, -10.1150, -14.6540], [-4.6750, -11.5770, -14.5990], [-5.9550, -11.9120, -14.1020], [-5.4940, -9.6160, -15.5910], [-3.5790, -9.9260, -15.0110], [-4.6050, -9.6750, -13.6730], [-3.8150, -12.0990, -14.1860], [-4.5520, -11.9440, -15.6210], [-6.0730, -12.8480, -14.1970], [-6.2940, -9.7140, -15.1670], [-4.5360, -9.0420, -21.9040], [-3.6620, -8.1830, -21.1860], [-3.0830, -8.7850, -20.0630], [-5.3900, -9.7310, -21.0430], [-3.9280, -9.8030, -22.3950], [-5.1300, -8.5650, -22.7290], [-4.2590, -7.3760, -20.9620], [-2.7730, -7.8620, -21.8400], [-2.1280, -8.8330, -20.1670], [-5.7210, -10.4970, -21.4950], [-8.0140, -8.5260, -19.3410], [-7.6800, -7.4710, -20.2160], [-6.4720, -6.8010, -19.8440], [-7.8210, -8.1530, -17.9590], [-7.4650, -9.4450, -19.5030], [-9.0980, -8.7440, -19.4870], [-8.4950, -6.7840, -20.4010], [-7.5370, -7.8500, -21.2470], [-6.4210, -6.0700, -20.4610], [-8.2850, -7.2630, -17.8940]],
  "forces_ev_per_angstrom": [[0.45, 0.80, 0.17], [1.71, -0.13, -0.97], [0.11, 1.19, 1.47], [-0.77, -0.92, -3.05], [0.90, 0.81, 1.31], [0.83, -0.27, 0.42], [0.24, 2.31, 0.43], [1.98, -9.22, -1.39], [-4.01, 9.42, 1.49], [0.69, 1.62, 0.03], [-0.03, -0.46, 1.19], [0.45, -0.69, 0.12], [-1.24, 0.43, -0.68], [-0.03, 0.05, 0.14], [0.01, -0.58, 0.75], [-0.60, -0.08, -0.25], [0.24, 0.01, -0.26], [-0.40, 0.56, 0.57], [-0.19, -2.14, -0.32], [-0.77, 0.48, -1.13], [0.90, -1.72, 0.78], [-0.18, -0.39, -0.03], [0.20, -0.67, -0.50], [-0.15, 0.40, -0.39], [0.19, -0.45, 0.12], [-1.70, 0.32, 2.20], [-0.18, 1.03, -1.05], [0.97, -0.59, -0.96], [0.36, 0.27, -0.01], [-0.73, -0.50, 0.04], [0.25, -0.82, -0.47], [0.83, 0.98, 0.22], [0.58, -0.68, 0.22], [-0.56, -0.16, -0.27], [-0.61, 3.13, 0.77], [0.54, -2.55, -1.73], [-0.01, -2.37, 0.80], [-0.32, 0.60, -0.30], [0.17, 0.56, 0.24], [0.50, -0.36, 0.29], [-0.15, 0.20, 0.53], [0.13, -1.19, 0.01], [-0.16, 1.94, -0.48], [0.65, -0.35, 0.27], [0.00, -1.50, -0.90], [0.42, 0.59, 0.12], [2.48, 0.77, -0.98], [0.99, 0.62, -0.56], [-0.55, 0.45, 0.37], [-0.06, 0.23, 1.31], [-0.50, 0.13, -0.58], [-0.28, -0.79, 0.13], [-3.20, -0.20, 1.22], [-0.61, -2.81, -3.71], [3.72, 1.45, -1.36], [-0.06, -0.56, 1.12], [-0.93, 0.16, 1.68], [0.08, -0.17, -0.34], [0.67, 0.15, 0.82], [-0.69, 2.46, 1.40], [-1.76, -0.07, 0.47], [-0.13, -0.02, 0.12], [-0.32, -0.56, -0.33], [-2.10, -1.97, 2.31], [1.13, 2.08, -3.84], [-0.30, -0.35, 0.22], [-0.80, 1.39, -0.32], [-0.03, -0.15, -0.09], [0.72, -0.30, -0.05], [-0.30, 0.63, 0.70], [-0.06, -0.38, 0.35], [0.43, 0.39, 0.01], [0.96, -1.49, 0.37]]
}

=====

> Number 3 is which compound?

C16H45BaNO10